Record 1
# C11H14Cl3CuGeN2OS

C11H14Cl3CuGeN2OS as an isolated structure (ωB97M-V/def2-TZVPD, OMol25).

Maximum force: 0.121 eV Å⁻¹
Gap between HOMO and LUMO (alpha / beta): 8.93 / 6.08 eV
Energy relative to the best compared isomer or geometry (same formula, charge and spin): 0.0478 eV
2S+1: 2
Highest occupied orbital energy (alpha / beta): -12.73 / -12.89 eV
Lowest unoccupied orbital energy (alpha / beta): -3.81 / -6.82 eV
Total charge: +1

Last column: Mulliken charge in e.
Atoms and positions in Å:
Cu 1.923 -0.257 0.647  -0.2212
Cl 1.398 3.185 1.366  -0.2143
Ge 0.814 1.289 2.136  1.0282
Cl -1.291 1.123 2.135  -0.2223
Cl 1.639 0.934 4.058  -0.2199
C 3.947 -1.464 -4.401  -0.9537
C 2.643 -1.694 -5.155  -0.3599
C 1.431 -1.742 -4.237  -0.9141
N 1.180 -0.419 -3.641  -0.1209
C 1.154 -0.100 -2.371  0.8658
S 1.313 -1.328 -1.166  -0.1692
N 0.968 1.195 -1.984  0.2276
C 0.689 2.373 -2.759  0.0836
O -0.087 3.157 -2.292  -0.5180
C 1.429 2.570 -4.027  -0.2694
C 0.768 3.186 -5.086  -0.2866
C 1.445 3.409 -6.274  -0.6432
C 2.781 3.047 -6.391  -0.4025
C 3.449 2.459 -5.323  -0.6906
C 2.772 2.212 -4.141  0.2550
H 4.796 -1.448 -5.085  0.3481
H 4.122 -2.257 -3.672  0.3596
H 3.939 -0.512 -3.865  0.1133
H 2.681 -2.642 -5.694  0.3586
H 2.493 -0.919 -5.913  0.3072
H 1.584 -2.456 -3.432  0.4229
H 0.530 -2.031 -4.777  0.3129
H 1.074 0.337 -4.307  0.2470
H 0.616 1.306 -1.042  -0.0477
H -0.266 3.482 -4.967  0.4528
H 0.934 3.876 -7.105  0.4267
H 3.309 3.234 -7.317  0.4224
H 4.496 2.202 -5.411  0.4594
H 3.289 1.767 -3.299  0.5625

Record 2
# C2H5FN2

One molecule with the formula C2H5FN2 in a non-equilibrium geometry (ωB97M-V/def2-TZVPD, OMol25).

Maximum force: 4.865 eV Å⁻¹
Gap between HOMO and LUMO: 10.65 eV
Energy relative to the best compared isomer or geometry (same formula, charge and spin): 1.0359 eV
2S+1: 1
SMILES: [H]/N=C(/N)CF
Highest occupied orbital energy: -9.83 eV
Lowest unoccupied orbital energy: 0.81 eV

Last column: Mulliken charge in e.
Atoms and positions in Å:
H -0.881 0.693 -1.974  0.2437
N 0.110 0.332 -1.786  -0.6118
C 0.094 -0.042 -0.574  0.3865
N 1.399 -0.520 -0.062  -0.5954
C -0.764 0.510 0.540  -0.2244
F -0.709 -0.216 1.621  -0.2770
H 2.003 -1.083 -0.859  0.3127
H 1.046 -1.314 0.570  0.2581
H -0.535 1.663 0.638  0.2379
H -1.796 0.492 0.176  0.2697

Record 3
# C10H13N2O2S

An isolated ion of composition C10H13N2O2S and charge +1 in a non-equilibrium geometry (ωB97M-V/def2-TZVPD, OMol25).

Maximum force: 5.463 eV Å⁻¹
Gap between HOMO and LUMO (alpha / beta): 7.44 / 7.36 eV
2S+1: 3
Highest occupied orbital energy (alpha / beta): -10.83 / -13.45 eV
Lowest unoccupied orbital energy (alpha / beta): -3.39 / -6.08 eV
Total charge: +1

Last column: Mulliken charge in e.
Atoms and positions in Å:
C -1.012 0.884 0.368  -0.7669
C -1.121 -1.485 -0.240  -0.5646
C -2.396 0.862 0.439  -0.6481
C -2.490 -1.410 -0.469  -0.6693
C -0.341 -0.328 0.118  1.4300
C -3.160 -0.283 0.061  -0.0523
C 1.833 -1.822 0.422  -0.9721
C 1.079 -0.408 0.058  0.2732
C 1.738 1.571 -1.369  -0.7483
C 2.272 1.327 1.031  -0.7546
N -4.587 -0.160 0.112  1.0137
N 2.062 0.592 -0.260  -0.0497
O -4.997 0.888 0.516  -0.5845
O -5.222 -1.073 -0.338  -0.5919
S 3.569 -1.982 0.298  -0.2379
H -0.346 1.633 0.587  0.4160
H -0.810 -2.479 -0.547  0.3638
H -2.753 1.826 0.728  0.4340
H -3.166 -2.238 -0.842  0.3984
H 1.454 -2.662 0.926  0.4984
H 0.755 2.135 -1.034  0.3166
H 2.636 2.169 -1.294  0.4098
H 1.773 0.985 -2.233  0.3613
H 2.281 0.521 1.705  0.4590
H 3.068 2.011 0.855  0.4119
H 1.523 2.051 1.331  0.3128
H 2.827 0.131 -0.629  0.3225
H 3.533 -3.257 -0.303  0.2187

Q: Which value of maximum force does entry 1 give?
A: 0.121 eV Å⁻¹

Q: 2S+1 of number 3 (C10H13N2O2S)?
A: 3

Q: Which formula does entry 1 have?
A: C11H14Cl3CuGeN2OS

Q: Which value of maximum force does entry 1 give?
A: 0.121 eV Å⁻¹